This record from the Open Molecules 2025 dataset describes a structure of composition C11H6NO5STeW. The level of theory is wB97M-V/def2-TZVPD.

Last column: Mulliken charge in e.
Positions of all 26 atoms, in Å:
1 W -1.278 0.432 -0.488  1.194
2 O 1.047 -4.458 2.577  -0.463
3 C 0.496 -3.436 1.938  0.906
4 C -0.887 -3.322 1.720  -0.296
5 C -1.330 -2.211 1.040  0.052
6 N -0.487 -1.287 0.608  -0.216
7 C 0.824 -1.374 0.807  0.235
8 C 1.376 -2.441 1.469  -0.439
9 C 1.532 -0.199 0.198  0.306
10 O 2.692 0.015 0.196  -0.454
11 O 0.602 0.636 -0.402  -0.404
12 C -2.744 -1.866 0.657  0.174
13 O -3.707 -2.523 0.850  -0.447
14 O -2.756 -0.654 0.006  -0.605
15 H 0.397 -5.108 2.874  0.325
16 H -1.588 -4.072 2.061  0.456
17 H 2.442 -2.521 1.628  0.559
18 Te -2.506 2.166 -1.989  0.142
19 C -0.672 3.172 -2.134  -0.235
20 C -0.011 3.811 -1.114  -0.002
21 C 1.200 4.392 -1.544  -0.580
22 C 1.432 4.190 -2.873  -0.335
23 S 0.182 3.305 -3.622  -0.107
24 H -0.390 3.876 -0.104  0.439
25 H 1.865 4.944 -0.899  0.387
26 H 2.270 4.533 -3.459  0.410

The energy relative to the best compared isomer or geometry (same formula, charge and spin) comes out at 0.9531 eV. As for the total charge: +1.